Record 1
Computed, not measured: CH2INS2 as an isolated structure in a non-equilibrium geometry, with ωB97M-V with the def2-TZVPD basis set.

ORCA input file:
```
! wB97M-V def2-TZVPD RIJCOSX def2/J DEFGRID3
* xyz 0 1
H 1.734 -1.758 0.508
C 0.588 0.010 0.083
H -0.934 1.778 -0.518
N -1.015 0.719 -0.749
S 0.504 -1.735 -0.053
I -2.682 0.074 0.300
S 1.806 0.912 0.427
*
```

Summary:
Orbital gap = 8.179 eV
Calculated total energy = -1188.0200 Ha

---

Record 2
Computed, not measured: a 2-piece molecular cluster, C4H8F2N2 overall in a non-equilibrium geometry, with ωB97M-V with the def2-TZVPD basis set.

ORCA input file:
```
! wB97M-V def2-TZVPD RIJCOSX def2/J DEFGRID3
* xyz 0 1
F -1.582 -0.662 -2.504
C 0.671 -0.162 1.653
C -0.631 -0.497 -1.489
H -0.692 -1.731 1.599
N -0.366 1.594 -1.539
H 0.760 1.662 -1.494
C 0.822 1.138 1.443
C -0.029 -1.289 0.892
N -0.910 -1.004 -0.242
F 0.544 -0.893 -2.005
H 0.288 1.560 0.651
H 1.539 1.815 2.114
H -0.606 1.831 -2.444
H 1.239 -0.560 2.622
H 0.724 -2.113 0.681
H -1.769 -0.690 0.063
*
```

Summary:
Orbital gap = 9.870 eV
Calculated total energy = -466.3196 Ha

---

Record 3
Computed, not measured: a single C3H5NO3 molecule in a non-equilibrium geometry, with ωB97M-V with the def2-TZVPD basis set.

ORCA input file:
```
! wB97M-V def2-TZVPD RIJCOSX def2/J DEFGRID3
* xyz 0 1
C 1.120 0.624 -1.087
H 1.638 1.553 -0.799
C 1.107 -0.305 0.256
H 1.141 0.304 1.158
O 0.920 0.273 -2.236
O -2.495 -0.676 0.175
H 1.842 -1.104 0.165
H -0.354 -1.561 -0.672
O -1.200 0.825 1.210
C -1.389 -0.249 0.429
H -2.110 1.119 1.415
N -0.219 -0.802 -0.015
*
```

Summary:
Orbital gap = 9.830 eV
Calculated total energy = -397.7753 Ha
SMILES = O=CCNC(=O)O

---

Record 4
Computed, not measured: C3H2FNOS2 as an isolated structure in a non-equilibrium geometry, with ωB97M-V with the def2-TZVPD basis set.

ORCA input file:
```
! wB97M-V def2-TZVPD RIJCOSX def2/J DEFGRID3
* xyz 0 1
C 0.312 -0.391 0.704
C -0.381 -0.171 -1.234
O -0.274 -1.062 -0.180
C 0.401 0.882 0.307
F 0.480 -0.879 1.979
H -1.748 -1.794 -2.063
N 0.082 1.048 -1.015
S -0.926 -0.719 -2.760
H 1.167 1.072 2.627
S 0.887 2.015 1.635
*
```

Summary:
Orbital gap = 8.497 eV
Calculated total energy = -1141.6705 Ha

---

Record 5
Computed, not measured: a single C3H6N2OS molecule in a non-equilibrium geometry, with ωB97M-V with the def2-TZVPD basis set.

ORCA input file:
```
! wB97M-V def2-TZVPD RIJCOSX def2/J DEFGRID3
* xyz 0 1
H 0.192 0.314 -2.714
N 0.052 0.400 1.343
S -2.532 -0.903 1.626
H 2.047 0.369 -2.448
N 0.919 -0.211 -0.772
H 0.923 1.640 -1.981
C 0.337 0.570 0.004
H -0.900 0.807 1.636
C -1.114 -1.644 1.791
H -0.217 1.648 -0.202
H -0.886 -2.649 1.856
O 0.121 -0.949 1.805
C 1.059 0.609 -1.944
*
```

Summary:
Orbital gap = 9.267 eV
Calculated total energy = -700.7066 Ha
SMILES = C/N=C/NOC=S

---

Record 6
Computed, not measured: a single C4H4N4 molecule in a non-equilibrium geometry, with ωB97M-V with the def2-TZVPD basis set.

ORCA input file:
```
! wB97M-V def2-TZVPD RIJCOSX def2/J DEFGRID3
* xyz 0 1
C -1.811 0.457 -0.190
C 1.574 -0.528 0.093
N -0.448 0.660 0.103
H 0.699 2.133 -0.776
C 2.795 -0.374 -0.250
H 0.900 2.194 0.855
H -2.615 1.081 0.029
N -1.869 -0.840 -0.186
H 3.920 -0.519 -0.149
C 0.255 -0.576 0.190
N 0.180 1.861 0.058
N -0.687 -1.504 0.165
*
```

Summary:
Orbital gap = 9.264 eV
Calculated total energy = -373.6567 Ha
SMILES = C#Cc1nncn1N

---

Record 7
Computed, not measured: a 8-piece molecular cluster, C4H23N2O8S overall in a non-equilibrium geometry, with ωB97M-V with the def2-TZVPD basis set.

ORCA input file:
```
! wB97M-V def2-TZVPD RIJCOSX def2/J DEFGRID3
* xyz -1 1
H -1.775 -1.130 2.976
H -1.178 1.210 1.487
H 1.396 0.975 -1.355
H 2.217 -1.472 -0.586
C -0.280 1.292 -2.667
H -2.998 2.212 0.052
H 0.440 3.011 1.528
O 1.925 -1.584 0.329
H -1.362 1.204 -2.572
H 1.586 0.439 1.035
H 2.758 1.606 1.483
O -1.183 -1.839 2.724
H -0.726 -0.818 -1.116
C 0.302 1.058 -1.280
C 0.004 2.221 -0.319
H 1.994 -0.943 3.236
C 1.688 1.442 1.452
O -0.795 3.098 -0.592
O -1.406 0.748 2.302
H -0.036 -3.038 -2.269
H -0.404 -1.370 2.420
H 2.574 -1.767 2.050
H 0.121 2.199 -3.111
H 1.523 -3.356 -2.200
H -2.168 1.275 2.540
H 1.429 -2.414 0.259
H 0.228 -0.550 -0.014
S 0.321 -0.045 -3.800
H -1.199 -1.316 -3.055
N -0.424 -0.006 -0.582
O 2.740 -1.466 2.956
H 1.286 1.125 2.423
N 0.838 2.436 0.804
H -2.558 0.695 -0.019
O -3.047 1.357 0.486
O 0.776 -2.962 -1.752
O -1.851 -1.858 -2.520
H -2.758 -1.669 -2.734
*
```

Summary:
Orbital gap = 6.472 eV
Calculated total energy = -1275.8799 Ha